ORCA calculation (ωB97M-V/def2-TZVPD) on a cluster of 2 separate species, C28H58BIN6O2P in total at a distorted geometry.

XYZ file:
```
97
Properties=species:S:1:pos:R:3:forces:R:3:lowdin_charge:R:1
C 4.7976 0.4261 3.6994 0.0 0.7 0.0 -0.110
C 4.8806 1.1592 2.3536 -0.9 -0.3 -0.1 -0.253
C 3.5175 1.7604 1.9631 0.5 -0.3 0.3 -0.238
C 3.0993 2.8469 2.9363 -0.6 0.6 -0.1 -0.219
C 1.7095 3.4382 2.6436 0.4 -0.8 -0.5 -0.193
C 0.6082 2.3686 2.7286 -0.8 0.4 -0.1 -0.207
C -0.5306 2.7150 3.7043 0.5 0.2 0.3 -0.197
C -1.1770 1.4974 4.3550 -0.1 0.1 -0.4 -0.160
C -1.6190 0.4040 3.3671 0.0 -0.3 0.8 -0.152
N -3.0830 0.2019 3.2856 0.4 -0.1 -0.6 -0.083
C -3.4467 -1.2092 3.2763 -0.5 0.5 -0.2 -0.143
C -2.9382 -1.9727 2.0573 0.0 -0.5 0.7 -0.321
C -3.4103 -3.4211 2.0014 0.2 -0.2 0.3 -0.663
I -5.5391 -3.5517 1.7204 0.0 0.0 -0.2 0.994
C -3.0409 -4.2184 3.2624 -0.2 0.1 -0.5 -0.314
C -1.5414 -4.2055 3.5509 -0.5 0.2 0.0 -0.072
N -3.2463 -1.2933 0.7600 0.2 0.0 -0.4 0.060
B -2.2704 -1.7206 -0.3622 0.5 -0.4 -0.6 -0.514
C -0.7421 -1.4933 -0.2669 0.0 0.2 0.8 0.052
O -2.8580 -2.3296 -1.4258 -0.7 1.0 0.4 0.197
C -3.2037 0.2096 0.7808 0.2 0.9 0.2 -0.050
C -3.6863 0.7998 2.1021 -0.7 -0.1 0.1 -0.241
C -3.5937 2.3040 2.0724 0.3 0.6 -0.1 -0.239
C -3.9327 3.0559 3.1924 -0.2 0.0 0.4 -0.024
C -3.8570 4.4430 3.1674 0.1 -0.4 -0.8 -0.040
C -3.4566 5.0333 1.9691 -0.2 -0.5 0.3 -0.047
C -3.1680 4.1991 0.8941 0.1 0.5 0.0 -0.121
N -3.2139 2.8673 0.9218 -0.1 0.0 0.4 0.120
H 3.7754 0.1005 3.8909 0.0 -0.3 -0.1 0.066
H 5.0240 1.1235 4.5031 0.2 -0.1 0.2 0.068
H 5.4743 -0.4192 3.7486 0.1 -0.1 0.1 0.067
H 5.5970 1.9759 2.3880 0.4 -0.2 -0.1 0.104
H 5.1350 0.4268 1.5900 0.4 0.2 -0.2 0.099
H 2.8181 0.9229 1.9434 -0.3 0.1 0.0 0.096
H 3.5590 2.1602 0.9497 0.0 0.1 -0.1 0.113
H 3.8216 3.6614 2.8587 0.2 0.0 0.2 0.117
H 3.0835 2.4992 3.9687 0.2 -0.2 0.1 0.110
H 1.7417 3.8121 1.6202 -0.1 0.3 0.0 0.106
H 1.4988 4.2772 3.3018 0.0 0.1 0.1 0.106
H 0.1617 2.2743 1.7360 0.0 -0.2 -0.1 0.103
H 0.9938 1.3796 2.9773 0.3 0.0 0.1 0.099
H -1.2476 3.3725 3.2162 -0.2 -0.1 -0.1 0.089
H -0.0956 3.3131 4.5080 -0.1 0.1 0.1 0.112
H -0.4531 1.0683 5.0464 0.1 -0.1 0.0 0.113
H -2.0335 1.7697 4.9670 -0.1 0.1 0.0 0.106
H -1.1479 0.5491 2.3940 -0.1 0.1 -0.1 0.099
H -1.2093 -0.5307 3.7529 0.0 -0.1 -0.1 0.116
H -3.0937 -1.6760 4.1893 0.2 -0.1 0.0 0.133
H -4.5360 -1.2499 3.2901 -0.1 -0.1 0.1 0.098
H -1.8550 -2.0357 2.1550 0.1 0.2 -0.3 0.129
H -2.9391 -3.9335 1.1622 -0.2 0.1 -0.3 0.096
H -3.3772 -5.2364 3.0826 0.0 -0.1 0.1 0.102
H -3.6354 -3.8328 4.0868 0.1 -0.1 0.3 0.096
H -0.9741 -4.4198 2.6471 0.1 -0.1 0.0 0.086
H -1.2454 -3.2288 3.9281 0.3 0.0 0.1 0.066
H -1.3171 -4.9603 4.2960 0.2 0.0 0.1 0.086
H -4.1761 -1.5685 0.4256 -0.2 -0.1 0.4 0.107
H -0.4055 -1.1490 0.7120 0.0 0.2 0.0 0.066
H -0.3688 -0.7749 -0.9972 0.0 -0.1 -0.2 0.087
H -0.2262 -2.4381 -0.4337 0.0 -0.1 -0.3 0.097
H -2.7265 -1.8194 -2.2362 0.3 -0.6 -0.4 0.133
H -3.8149 0.6239 -0.0140 -0.1 -0.3 -0.2 0.147
H -2.1993 0.5758 0.5863 0.2 -0.3 -0.1 0.118
H -4.7589 0.5801 2.1668 -0.1 -0.1 0.1 0.165
H -4.2591 2.5457 4.0877 0.0 -0.1 0.0 0.120
H -4.1154 5.0351 4.0306 0.0 0.0 0.1 0.114
H -3.3928 6.1037 1.8633 0.0 0.1 -0.1 0.107
H -2.8831 4.6543 -0.0447 0.1 -0.1 -0.1 0.109
O 2.0276 -1.1022 -3.2359 0.7 3.3 0.8 -0.329
P 2.3220 -0.6479 -4.6594 -1.1 -5.9 -2.7 0.750
N 0.8284 -1.3066 -5.3016 -0.3 -0.2 -0.6 -0.373
C 0.6205 -2.7272 -5.4873 0.2 -0.1 0.2 -0.120
C -0.3499 -0.6382 -4.8006 0.2 0.2 0.1 -0.156
N 3.7427 -1.5459 -4.9295 0.2 0.5 0.8 -0.317
C 3.9346 -2.5136 -5.9887 0.1 0.3 -0.6 -0.128
C 4.5225 -1.9096 -3.7512 -0.2 -0.2 0.2 -0.136
N 2.5574 0.1254 -6.2575 -0.1 2.2 1.6 -0.287
C 3.1375 1.4785 -6.1429 0.6 -0.2 0.0 -0.136
C 1.5818 0.1170 -7.3421 -0.3 0.0 -0.1 -0.128
H -0.2757 -2.8816 -6.0955 -0.1 0.1 0.1 0.082
H 0.5004 -3.2812 -4.5448 0.0 -0.1 0.0 0.084
H 1.4336 -3.1783 -6.0518 0.1 0.0 0.1 0.056
H -0.3100 0.4341 -5.0333 0.0 0.0 0.1 0.077
H -0.4590 -0.7399 -3.7080 0.0 0.0 0.0 0.053
H -1.2478 -1.0362 -5.2777 0.0 0.0 -0.1 0.081
H 3.5398 -3.4971 -5.7073 0.0 0.0 0.0 0.081
H 4.9998 -2.6331 -6.2007 0.0 0.0 0.1 0.084
H 3.4709 -2.1962 -6.9215 -0.1 0.1 0.1 0.075
H 4.1136 -2.7914 -3.2425 0.0 0.0 0.0 0.084
H 4.5562 -1.0932 -3.0359 -0.1 0.0 0.0 0.069
H 5.5500 -2.1264 -4.0489 0.0 0.0 -0.1 0.082
H 2.4068 2.2109 -5.7880 0.0 0.1 -0.1 0.078
H 3.5263 1.8142 -7.1042 0.0 -0.1 0.0 0.079
H 3.9753 1.4615 -5.4391 -0.1 0.0 0.0 0.078
H 0.6720 0.6852 -7.1271 0.0 0.0 -0.1 0.079
H 1.3071 -0.8968 -7.6158 0.0 0.0 0.1 0.076
H 2.0600 0.5696 -8.2158 0.1 0.1 0.1 0.089
```
Forces are in eV/Å.

Output
- calculated total energy (eV) = -61072.7782
- total charge = +1
- HOMO-LUMO gap (eV) = 7.63